No. 1
# C28H40N4O5S

The molecule C28H40N4O5S (ωB97M-V/def2-TZVPD, the Open Molecules 2025 dataset).

```
! wB97M-V def2-TZVPD RIJCOSX def2/J DEFGRID3
* xyz 0 1
C 0.219 2.434 -3.084
C -0.936 1.641 -2.479
C -0.948 1.585 -0.936
C -1.884 0.464 -0.459
C -3.349 0.820 -0.688
C -3.652 2.137 0.017
C -2.682 3.218 -0.452
N -1.313 2.802 -0.220
C -0.365 3.899 -0.286
C -0.262 4.631 1.061
C 0.668 3.911 2.036
N 0.301 2.525 2.206
C 1.154 1.518 1.900
O 2.322 1.699 1.600
C 0.546 0.160 1.975
C -0.468 -0.173 2.866
C -1.047 -1.427 2.825
C -0.652 -2.381 1.887
N -1.245 -3.638 1.757
C -1.838 -3.979 0.469
C -3.317 -3.576 0.437
O -4.044 -4.192 1.478
C -3.523 -3.824 2.735
C -2.035 -4.189 2.841
C 0.460 -2.077 1.072
N 1.035 -3.044 0.237
S 1.037 -2.781 -1.427
O 1.228 -4.079 -2.006
O -0.137 -2.041 -1.809
C 2.481 -1.776 -1.667
C 3.677 -2.183 -1.111
C 4.808 -1.401 -1.263
C 4.735 -0.210 -1.987
O 5.773 0.629 -2.198
C 7.017 0.341 -1.601
C 3.517 0.177 -2.558
C 2.393 -0.603 -2.395
C 1.028 -0.819 1.114
H 0.302 2.215 -4.148
H 0.070 3.505 -2.977
H 1.160 2.168 -2.606
H -1.877 2.046 -2.852
H -0.868 0.606 -2.820
H 0.068 1.326 -0.613
H -1.727 0.315 0.611
H -1.619 -0.463 -0.969
H -3.554 0.913 -1.755
H -3.992 0.028 -0.296
H -4.678 2.456 -0.181
H -3.538 2.002 1.095
H -2.874 3.450 -1.514
H -2.862 4.136 0.114
H 0.620 3.501 -0.533
H -0.644 4.627 -1.065
H -1.256 4.714 1.505
H 0.120 5.640 0.901
H 0.644 4.416 3.010
H 1.697 3.919 1.668
H -0.688 2.330 2.196
H -0.809 0.542 3.600
H -1.845 -1.650 3.518
H -1.324 -3.471 -0.346
H -1.758 -5.064 0.332
H -3.781 -3.901 -0.495
H -3.394 -2.481 0.519
H -4.106 -4.370 3.479
H -3.665 -2.743 2.886
H -1.623 -3.866 3.797
H -1.948 -5.280 2.773
H 0.768 -3.992 0.461
H 3.710 -3.105 -0.553
H 5.734 -1.722 -0.814
H 6.935 0.299 -0.511
H 7.435 -0.599 -1.975
H 7.673 1.163 -1.881
H 3.486 1.097 -3.119
H 1.440 -0.321 -2.811
H 1.867 -0.586 0.479
*
```

Properties
structure (SMILES)	CC[C@@H]1CCCCN1CCCNC(=O)c1ccc(N2CCOCC2)c(NS(=O)(=O)c2ccc(OC)cc2)c1
highest occupied orbital energy	-7.97	eV
HOMO-LUMO gap	8.7	eV
largest force on an atom	0.9	eV/A
total energy	-2084.36474	Eh
E_LUMO	0.70	eV



No. 2
# ClHgO8S

ClHgO8S as an isolated structure in a non-equilibrium geometry (ωB97M-V/def2-TZVPD, the Open Molecules 2025 dataset).

```
! wB97M-V def2-TZVPD RIJCOSX def2/J DEFGRID3
* xyz -1 1
Hg -0.950 -0.371 1.845
S 0.551 -2.154 -0.805
O -0.601 -2.654 -1.557
O 1.248 -1.056 -1.449
O -0.088 -1.746 0.537
O 1.565 -3.188 -0.542
Cl -0.345 2.296 0.407
O -0.112 3.687 0.202
O 0.758 1.529 1.019
O -1.533 2.017 1.219
O -0.495 1.639 -0.877
*
```

Properties
highest occupied orbital energy	-5.03	eV
HOMO-LUMO gap	3.8	eV
largest force on an atom	5.5	eV/A
total energy	-1613.40582	Eh
E_LUMO	-1.22	eV



No. 3
# C3H4N

C3H4N as an isolated structure in a non-equilibrium geometry (ωB97M-V/def2-TZVPD, the Open Molecules 2025 dataset).

```
! wB97M-V def2-TZVPD RIJCOSX def2/J DEFGRID3
* xyz 1 1
C -2.492 0.117 -0.023
C 1.211 -0.240 0.073
C 2.307 0.281 -0.079
N -1.355 0.029 0.009
H -3.529 0.166 0.081
H -0.170 0.034 -0.151
H 0.752 -1.136 0.179
H 3.275 0.749 -0.089
*
```

Properties
highest occupied orbital energy	-16.22	eV
HOMO-LUMO gap	11.3	eV
largest force on an atom	4.2	eV/A
total energy	-171.02183	Eh
E_LUMO	-4.94	eV



No. 4
# C23H22ClMnN3O7Si

C23H22ClMnN3O7Si as an isolated structure (ωB97M-V/def2-TZVPD, the Open Molecules 2025 dataset).

```
! wB97M-V def2-TZVPD RIJCOSX def2/J DEFGRID3
* xyz -2 2
Mn -0.293 0.289 -0.388
O -1.737 3.429 4.595
C -1.396 2.699 3.484
C -1.497 1.313 3.469
C -1.127 0.645 2.317
N -0.683 1.311 1.255
C -0.614 2.639 1.244
C -0.959 3.383 2.357
C -0.213 3.214 -0.119
O -0.181 4.446 -0.224
O -0.002 2.328 -0.993
C -1.189 -0.874 2.121
O -1.593 -1.548 3.074
O -0.801 -1.251 0.978
H -2.004 2.810 5.282
H -1.855 0.735 4.314
H -0.898 4.462 2.323
C -3.607 1.941 -0.265
C -3.329 0.907 -1.319
C -4.275 0.590 -2.286
C -3.934 -0.363 -3.251
C -2.699 -0.959 -3.245
C -1.760 -0.590 -2.239
N -2.134 0.330 -1.293
N -0.521 -0.995 -2.037
Si 0.550 -2.022 -2.872
C 1.508 -3.077 -1.663
C -0.316 -3.246 -4.042
C 1.766 -1.032 -3.905
H -4.661 2.226 -0.270
H -3.002 2.832 -0.445
H -3.347 1.561 0.722
H -5.243 1.074 -2.281
H -4.654 -0.633 -4.018
H -2.426 -1.695 -3.987
H 0.837 -3.497 -0.910
H 2.267 -2.483 -1.155
H 2.007 -3.897 -2.191
H -1.119 -3.773 -3.519
H 0.411 -3.992 -4.378
H -0.740 -2.775 -4.932
H 2.289 -0.336 -3.245
H 1.257 -0.460 -4.686
H 2.510 -1.682 -4.376
Cl 4.399 -0.512 5.859
C 3.969 -0.400 4.158
C 2.662 -0.121 3.805
C 2.342 -0.037 2.457
C 3.304 -0.225 1.476
C 4.609 -0.508 1.862
C 4.953 -0.599 3.203
C 2.958 -0.131 -0.013
O 3.910 -0.232 -0.803
O 1.752 0.057 -0.311
H 1.906 0.020 4.566
H 1.330 0.171 2.145
H 5.345 -0.648 1.081
H 5.967 -0.820 3.510
*
```

Properties
highest occupied orbital energy (spin up / spin down)	-1.83 / -1.34	eV
HOMO-LUMO gap (spin up / spin down)	6.0 / 5.5	eV
largest force on an atom	0.3	eV/A
total energy	-3481.56730	Eh
E_LUMO (spin up / spin down)	4.19 / 4.19	eV



No. 5
# C19H46NSi

A 3-piece molecular cluster, C19H46NSi overall in a non-equilibrium geometry (ωB97M-V/def2-TZVPD, the Open Molecules 2025 dataset).

```
! wB97M-V def2-TZVPD RIJCOSX def2/J DEFGRID3
* xyz 1 1
C 4.455 1.912 0.093
Si 3.397 1.798 -1.486
C 3.618 3.401 -2.477
C 3.944 0.234 -2.418
C 1.528 1.582 -1.144
C 0.966 0.194 -0.611
C -0.079 0.674 0.465
C -0.565 2.011 -0.205
N 0.767 2.665 -0.420
H 4.117 1.241 0.893
H 5.464 1.578 -0.185
H 4.534 2.952 0.431
H 3.090 4.204 -1.934
H 4.683 3.629 -2.564
H 3.164 3.365 -3.475
H 4.970 0.325 -2.790
H 3.966 -0.579 -1.674
H 3.245 -0.061 -3.208
H 1.089 1.656 -2.157
H 1.802 -0.390 -0.228
H 0.463 -0.201 -1.495
H 0.563 1.008 1.294
H -0.907 0.010 0.692
H -0.901 1.677 -1.193
H -1.324 2.577 0.333
H 1.225 2.936 0.445
H 0.630 3.422 -1.082
C 1.640 -0.806 3.857
C 2.538 -1.442 2.803
C 1.986 -2.754 2.244
C 1.828 -3.879 3.268
C 3.109 -4.266 4.007
C 4.199 -4.804 3.088
H 1.531 -1.444 4.735
H 2.064 0.143 4.193
H 0.644 -0.608 3.453
H 3.538 -1.594 3.216
H 2.656 -0.735 1.972
H 2.635 -3.091 1.430
H 1.008 -2.562 1.787
H 1.434 -4.760 2.754
H 1.068 -3.598 4.003
H 2.861 -5.035 4.743
H 3.494 -3.414 4.574
H 3.848 -5.680 2.538
H 5.073 -5.102 3.668
H 4.526 -4.055 2.364
C -7.710 1.719 -2.285
C -7.014 0.379 -2.074
C -5.991 0.397 -0.940
C -4.816 1.356 -1.143
C -4.001 1.121 -2.414
C -3.324 -0.244 -2.455
H -7.004 2.500 -2.575
H -8.453 1.640 -3.079
H -8.222 2.040 -1.376
H -6.543 0.058 -3.008
H -7.771 -0.375 -1.842
H -5.611 -0.618 -0.790
H -6.498 0.666 -0.008
H -4.152 1.277 -0.274
H -5.183 2.386 -1.146
H -3.227 1.896 -2.477
H -4.628 1.245 -3.300
H -2.659 -0.378 -1.595
H -2.725 -0.342 -3.363
H -4.050 -1.057 -2.453
*
```

Properties
highest occupied orbital energy	-13.07	eV
HOMO-LUMO gap	10.0	eV
largest force on an atom	2.3	eV/A
total energy	-1095.55997	Eh
E_LUMO	-3.04	eV



No. 6
# C22H54N3O5P

A 4-piece molecular cluster, C22H54N3O5P overall in a non-equilibrium geometry (ωB97M-V/def2-TZVPD, the Open Molecules 2025 dataset).

```
! wB97M-V def2-TZVPD RIJCOSX def2/J DEFGRID3
* xyz 0 1
C 4.817 -0.627 2.801
C 5.422 0.302 1.661
O 6.166 1.250 2.034
O 5.243 0.135 0.263
C 3.972 0.659 -0.205
C 3.482 2.006 0.508
C 2.348 1.686 1.631
C 0.851 1.836 1.020
C -0.199 1.644 2.223
C -1.712 1.426 1.753
C -1.917 0.205 0.718
C -1.017 -1.059 1.184
P -1.701 -2.745 0.640
H 3.884 -1.211 2.501
H 4.579 0.059 3.697
H 5.616 -1.357 3.200
H 4.127 0.919 -1.319
H 3.118 -0.116 -0.203
H 2.922 2.618 -0.297
H 4.313 2.679 0.893
H 2.443 0.625 2.055
H 2.403 2.472 2.472
H 0.663 1.112 0.148
H 0.751 2.893 0.563
H -0.157 2.601 2.868
H 0.206 0.809 2.900
H -2.324 1.139 2.691
H -2.218 2.379 1.352
H -3.017 -0.132 0.824
H -1.782 0.495 -0.375
H -1.031 -1.059 2.335
H 0.043 -0.866 0.814
H -2.454 -2.586 -0.574
H -0.597 -3.610 0.352
C -5.881 0.700 0.115
O -4.932 0.042 -0.708
C -5.262 -1.301 -1.038
C -6.338 -1.455 -2.135
C -7.755 -1.142 -1.664
N -6.030 -0.627 -3.308
H -6.327 0.026 0.851
H -6.655 1.159 -0.504
H -5.371 1.507 0.645
H -4.335 -1.743 -1.411
H -5.531 -1.861 -0.132
H -6.328 -2.505 -2.447
H -7.956 -0.070 -1.607
H -8.485 -1.554 -2.366
H -7.954 -1.580 -0.683
H -5.132 -0.921 -3.689
H -5.854 0.321 -2.974
C 6.104 -6.272 0.686
O 5.758 -4.916 0.914
C 6.548 -4.261 1.902
C 7.955 -3.836 1.427
C 8.940 -4.993 1.293
N 7.895 -3.110 0.152
H 6.404 -6.780 1.607
H 6.895 -6.336 -0.063
H 5.230 -6.782 0.278
H 5.994 -3.356 2.164
H 6.599 -4.868 2.815
H 8.358 -3.158 2.187
H 8.796 -5.569 0.377
H 9.965 -4.613 1.260
H 8.868 -5.677 2.142
H 7.328 -2.273 0.278
H 7.348 -3.678 -0.497
C -4.325 5.958 -3.523
O -4.629 5.835 -2.143
C -4.963 4.515 -1.725
C -3.758 3.565 -1.556
C -3.160 3.080 -2.874
N -2.697 4.181 -0.749
H -4.945 5.303 -4.140
H -3.266 5.756 -3.692
H -4.508 6.992 -3.820
H -5.439 4.631 -0.747
H -5.723 4.085 -2.390
H -4.120 2.679 -1.024
H -2.517 3.825 -3.347
H -2.536 2.199 -2.703
H -3.941 2.801 -3.585
H -3.073 4.398 0.173
H -2.501 5.099 -1.152
*
```

Properties
structure (SMILES)	CC(=O)OCCCCCCCCP.COC[C@@H](C)N.COC[C@@H](C)N.COC[C@@H](C)N
highest occupied orbital energy	-8.52	eV
HOMO-LUMO gap	9.1	eV
largest force on an atom	4.7	eV/A
total energy	-1752.25669	Eh
E_LUMO	0.55	eV



No. 7
# C5H7PS

The molecule C5H7PS in a non-equilibrium geometry (ωB97M-V/def2-TZVPD, the Open Molecules 2025 dataset).

```
! wB97M-V def2-TZVPD RIJCOSX def2/J DEFGRID3
* xyz 0 1
C 1.066 -0.595 0.792
C 1.722 0.494 0.398
C -0.457 -0.657 0.494
C -0.995 -1.736 -0.018
C -1.149 0.599 0.658
P 0.686 1.986 -0.244
S 0.611 1.252 -2.206
H 1.545 -1.638 1.155
H 2.777 0.644 0.451
H -2.084 -1.699 -0.180
H -0.424 -2.664 -0.293
H -1.913 0.707 -0.066
H -1.454 0.907 1.594
H 0.070 2.398 -2.535
*
```

Properties
highest occupied orbital energy	-8.26	eV
HOMO-LUMO gap	8.5	eV
largest force on an atom	4.0	eV/A
total energy	-934.15785	Eh
E_LUMO	0.28	eV



No. 8
# C3H7NO2

A 2-piece molecular cluster, C3H7NO2 overall in a non-equilibrium geometry (ωB97M-V/def2-TZVPD, the Open Molecules 2025 dataset).

```
! wB97M-V def2-TZVPD RIJCOSX def2/J DEFGRID3
* xyz 0 1
C 2.595 0.256 -0.043
C -1.003 -0.197 -1.156
C -0.156 -0.534 -0.030
N -0.677 0.286 1.196
O 2.376 0.138 1.097
O 2.789 0.386 -1.150
H -2.031 -0.433 -1.193
H -0.914 0.783 -1.339
H -0.486 -0.597 -2.004
H -0.160 -1.494 0.283
H -1.603 0.122 1.631
H -0.734 1.175 0.680
H 0.007 0.110 2.029
*
```

Properties
highest occupied orbital energy	-6.32	eV
HOMO-LUMO gap	6.8	eV
largest force on an atom	4.3	eV/A
total energy	-323.63724	Eh
E_LUMO	0.52	eV



Q: Look up the largest force on an atom of the fourth one.
A: 0.3 eV/A



Q: Look up the largest force on an atom of the third one.
A: 4.2 eV/A



Q: Which formula does entry 3 have?
A: C3H4N